Entry 1:
DFT (ωB97M-V/def2-TZVPD) results for a cluster of 2 separate species, CH3FO3P in total at a distorted geometry.

Structure (XYZ):
```
9
Properties=species:S:1:pos:R:3
C -1.0934 -0.0601 -0.1359
O 0.6191 -1.9495 1.2164
O 1.1044 -1.4796 -1.3151
O 1.7521 1.5225 0.8659
F 1.2237 2.5215 -0.0278
P 0.4981 -1.1622 -0.0150
H -2.0654 -0.6511 0.0931
H -0.9049 0.8658 0.5228
H -1.1338 0.3926 -1.2043
```

Calculated values
**Gap between HOMO and LUMO**: 0.2681 Ha
**2S+1**: 1
**Charge**: -1
**Relative energy (zero: lowest compared OMol25 entry of this formula, charge and spin)**: 218.13 kJ/mol
**E_LUMO**: 3.59 eV

Entry 2:
DFT (ωB97M-V/def2-TZVPD) results for a structure of composition C25H44OP2Pd at a distorted geometry.

Structure (XYZ):
```
73
Properties=species:S:1:pos:R:3
Pd -0.9152 1.0131 -1.2024
C -0.6052 -1.8232 2.5587
C 0.7062 -2.2776 2.2261
C 0.8714 -0.7019 3.9015
C -0.4951 -0.8547 3.5914
C 1.6127 -1.5816 3.0601
C -1.8868 -2.3790 2.0945
H -1.7499 -2.9837 1.1912
H -2.6047 -1.5679 1.8764
H -2.3745 -3.0414 2.8401
C -1.6373 -0.2014 4.2634
H -2.4363 0.0157 3.5494
H -1.3419 0.7346 4.7421
H -2.0615 -0.8567 5.0348
C 1.4603 0.1152 4.9785
H 1.9627 -0.5202 5.7209
H 0.6828 0.6798 5.4956
H 2.2084 0.8282 4.6072
C 3.0635 -1.8466 3.1626
H 3.2655 -2.6590 3.8866
H 3.5987 -0.9539 3.5217
H 3.4966 -2.1604 2.1989
C 1.0537 -3.3730 1.2892
H 1.3068 -4.2902 1.8367
H 1.9225 -3.1032 0.6796
H 0.2164 -3.6065 0.6283
C -1.5724 1.6234 -2.8518
C -2.2197 0.3332 -3.2446
C -1.4371 -0.6311 -4.1597
C 0.1500 -0.5572 -4.1105
C 0.7774 -0.1619 -2.8500
C 1.4376 1.1180 -2.4940
C 0.9462 2.2753 -3.4254
C -0.5612 2.2229 -3.8043
H -1.7220 -0.4242 -5.2052
H 0.5210 -0.1136 -5.0571
H -1.7384 -1.6868 -3.9789
H -0.6739 1.7454 -4.7945
H -2.2675 2.3872 -2.4773
H -3.0959 0.6375 -3.8513
H -0.9061 3.2696 -3.8719
H 1.2189 3.2271 -2.9588
H 2.5274 1.0988 -2.6389
H 1.4726 2.2829 -4.3957
H 0.4197 -1.6241 -4.2438
H 1.2988 -1.0233 -2.4174
P -3.3871 -0.8398 -2.2612
C -4.0470 0.5013 -1.0763
C -2.2605 -2.2985 -1.4350
P 2.3160 1.2502 0.4200
C 1.1123 1.1512 -0.9971
C 3.0870 -0.2411 -0.2010
C 2.6806 2.9734 -0.0914
H -3.3430 1.2623 -0.6717
H -4.6225 0.0812 -0.2368
H -4.7688 1.0238 -1.7249
H -1.4418 -2.6205 -2.1072
H -2.9571 -3.1579 -1.3841
H -1.8845 -2.0925 -0.4132
H 2.9087 3.0458 -1.1660
H 3.5366 3.2282 0.5458
H 1.8232 3.6343 0.1447
H 0.4795 2.0897 -0.8187
H 0.6088 0.2315 -0.4822
H 3.5758 -0.6958 0.6618
H 3.7950 0.0463 -0.9787
H 2.3600 -0.9666 -0.6045
C -0.2704 2.0661 1.9017
C -1.1015 2.4086 0.6510
O -1.8831 3.3253 0.6524
H 0.4216 1.1879 1.8128
H -0.9516 1.8373 2.7475
H 0.3187 2.9641 2.2101
```

Calculated values
**Gap between HOMO and LUMO (spin up / spin down)**: 0.2425 / 0.1994 Ha
**Expectation value of S²**: 6.04
**2S+1**: 5
**Charge**: +2
**Relative energy (zero: lowest compared OMol25 entry of this formula, charge and spin)**: 664.11 kJ/mol
**E_LUMO (spin up / spin down)**: -6.26 / -8.37 eV

Entry 3:
DFT (ωB97M-V/def2-TZVPD) results for a structure of composition C39H58BFInN11O3S at a distorted geometry.

Structure (XYZ):
```
115
Properties=species:S:1:pos:R:3
In 9.1762 5.2480 20.2900
C 9.0258 3.5547 16.3953
C 9.2161 5.0797 16.5970
C 10.6043 5.3721 17.0942
C 8.1142 5.7485 17.3493
C 7.2069 6.7156 16.9301
C 6.5264 7.1051 18.0470
N 6.9000 6.3602 19.0670
N 7.9285 5.5848 18.6649
B 6.3950 6.5013 20.5858
N 6.3708 5.1756 21.3822
C 5.4778 4.6026 22.2910
C 6.1188 3.6467 22.9859
C 7.4840 3.7225 22.6015
N 7.5999 4.5659 21.5538
C 8.6741 2.9511 23.0214
C 8.3854 1.4397 22.9519
C 9.1845 3.3627 24.3534
N 7.4895 7.5541 21.2055
C 7.2613 8.7106 21.8862
C 8.5055 9.2580 22.1207
C 9.4349 8.4091 21.6385
N 8.8518 7.3775 20.9966
C 10.8894 8.6258 21.7105
C 11.7001 7.8203 22.7393
C 11.5071 8.4867 20.3052
H 9.8056 3.1592 15.6814
H 9.0924 3.0875 17.3373
H 8.0586 3.1496 16.0295
H 9.1770 5.4943 15.5616
H 10.6526 4.9906 18.0958
H 11.3393 4.9977 16.4057
H 10.7690 6.4818 17.1613
H 7.0338 7.0348 15.8990
H 5.8143 7.9278 18.1481
H 5.3014 7.0641 20.4888
H 4.4594 4.9266 22.2973
H 5.8464 3.2155 23.9698
H 9.3927 3.1975 22.2478
H 7.5030 1.1318 23.5290
H 8.2349 1.1108 21.9249
H 9.2128 0.8566 23.3884
H 8.5383 3.0644 25.2140
H 10.1053 2.8513 24.5834
H 9.4134 4.4541 24.4594
H 6.2468 9.0028 21.8805
H 8.7186 10.2359 22.4388
H 11.0315 9.7289 21.9145
H 11.7657 6.8011 22.3251
H 12.7211 8.1948 22.7314
H 11.3619 7.9485 23.7810
H 11.5230 7.4053 20.0514
H 10.9244 9.0471 19.5889
H 12.5119 8.7753 20.4131
C 15.2548 0.3483 21.6701
C 14.8410 0.6502 20.2259
N 13.4518 1.2217 20.0904
C 13.3378 2.5448 20.3835
C 12.1353 3.1947 20.2383
C 12.2556 4.6943 20.4727
O 13.3613 5.1741 20.5918
O 11.1658 5.3886 20.7160
C 10.8890 2.4948 19.9068
O 9.7772 3.0202 19.8924
C 11.0958 1.0667 19.6510
C 9.9765 0.3297 19.2751
C 10.1569 -1.0527 19.0791
F 9.1098 -1.7847 18.6860
C 11.3512 -1.6769 19.1804
C 12.4555 -0.8831 19.5275
C 12.3579 0.4593 19.8456
N 11.4542 -3.0691 18.8450
C 12.5882 -3.7875 19.3165
C 12.3435 -5.2995 19.0729
N 12.0692 -5.6443 17.6155
C 10.8651 -4.8472 17.2451
C 11.2192 -3.3645 17.4792
H 16.3013 0.1179 21.6444
H 14.7043 -0.4937 22.1228
H 15.1560 1.2190 22.3202
H 15.0894 -0.1565 19.5426
H 15.5888 1.3767 19.9196
H 14.2270 3.1493 20.6236
H 8.9613 0.7030 19.2536
H 13.4501 -1.3243 19.5151
H 12.7890 -3.6126 20.3822
H 13.4606 -3.4618 18.7252
H 11.4338 -5.6059 19.5364
H 13.1626 -5.9147 19.3730
H 11.9571 -6.6460 17.4193
H 12.8835 -5.4105 17.0416
H 10.0739 -5.1653 17.9807
H 10.5762 -5.1387 16.2917
H 10.3203 -2.7063 17.1965
H 12.1250 -3.1098 16.8658
C 3.6690 1.1572 20.9544
N 4.5499 0.6821 19.8625
C 5.4248 -0.4339 20.2844
C 5.0903 1.6942 19.1048
S 6.6914 1.9646 18.9825
N 4.1562 2.4087 18.4269
C 4.5956 3.4970 17.5628
C 2.7623 1.9902 18.2881
H 4.1914 1.0848 21.9196
H 2.6915 0.6856 21.1530
H 3.4532 2.2351 20.7853
H 4.7926 -1.2192 20.7638
H 6.1111 -0.1065 21.0723
H 5.9530 -0.8346 19.4592
H 5.5438 3.3300 17.0640
H 4.7292 4.4580 18.0722
H 3.8055 3.5984 16.8671
H 2.7157 0.9550 18.5646
H 2.3931 2.2165 17.2110
H 2.1969 2.4770 19.0427
```

Calculated values
**Gap between HOMO and LUMO**: 0.2609 Ha
**2S+1**: 1
**Charge**: +2
**Relative energy (zero: lowest compared OMol25 entry of this formula, charge and spin)**: 0.00 kJ/mol
**E_LUMO**: -4.68 eV

Entry 4:
DFT (ωB97M-V/def2-TZVPD) results for the ion CH2N3O with charge +1 at a distorted geometry.

Structure (XYZ):
```
7
Properties=species:S:1:pos:R:3
N -2.1360 -1.1578 -0.0010
N -1.1459 -0.7197 0.0429
C -0.1488 0.4020 -0.0712
N 1.0838 0.0736 -0.0538
O -0.7729 1.4765 -0.0685
H 1.3309 -0.9006 0.1312
H 1.7888 0.8259 0.0203
```

Calculated values
**Gap between HOMO and LUMO**: 0.3895 Ha
**2S+1**: 1
**SMILES string**: N#[N+]C(N)=O
**Charge**: +1
**Relative energy (zero: lowest compared OMol25 entry of this formula, charge and spin)**: 173.03 kJ/mol
**E_LUMO**: -6.80 eV

Entry 5:
DFT (ωB97M-V/def2-TZVPD) results for a cluster of 11 separate species, C45H67BN10O in total at a distorted geometry.

Structure (XYZ):
```
124
Properties=species:S:1:pos:R:3
C 0.7209 -1.9806 -1.1171
C 0.5736 -0.5865 -0.2398
C 1.7648 -0.2594 0.5013
C 2.8280 0.5551 -0.3572
C 2.1390 1.6777 -0.9205
C 0.8850 1.3556 -1.8242
N -0.0138 0.4793 -1.0726
O -1.2159 0.3547 -1.4067
C 1.1202 0.5713 -3.1885
C 0.1146 2.6288 -2.1303
C -0.5343 -0.8425 0.9254
H 1.1743 -2.7703 -0.4554
H 1.6175 -1.8716 -2.0765
H -0.0437 -2.0887 -1.8073
H 2.2661 -1.2100 0.9977
H 1.3812 0.4230 1.3008
H 3.2204 -0.2258 -1.1254
H 3.7061 1.0297 0.2171
H 3.0575 2.0472 -1.4929
H 1.9806 2.4155 -0.2031
H 2.0614 -0.1361 -3.0525
H 1.5434 1.3026 -3.9747
H 0.3054 -0.1198 -3.3175
H -0.2624 3.3077 -1.3699
H -0.9065 2.3190 -2.5946
H 0.5209 3.2514 -2.6981
H -1.6482 -1.0128 0.5679
H -0.4655 -0.1805 1.7274
H -0.5627 -1.7547 1.5473
B 6.3925 0.7701 2.5403
H 6.0277 1.1035 1.4240
H 5.4744 0.4023 3.2484
H 7.1431 -0.2661 2.4407
H 7.1285 1.6989 2.8895
N 2.0318 -0.5586 6.3689
C 2.8922 0.0782 5.6166
C 2.1030 0.6059 4.4258
C 0.7974 0.0472 4.5801
C 0.7412 -0.7444 5.8972
H 2.3680 -1.1797 7.2562
H 3.9334 0.1191 5.7202
H 2.5953 1.1448 3.6624
H 0.0252 0.0039 3.7586
H -0.1206 -0.9852 6.4875
N 3.0830 -5.6819 -5.8841
C 1.9486 -5.6167 -6.6155
C 1.0428 -4.5178 -5.9890
C 1.9385 -3.9672 -4.9475
C 3.1972 -4.7355 -4.9093
H 3.8733 -6.4076 -5.9199
H 1.8697 -6.1207 -7.5405
H -0.0932 -4.1810 -6.1500
H 1.6720 -3.0815 -4.2003
H 3.9901 -4.5914 -4.3591
N -1.6749 4.6997 0.2127
C -2.5568 3.7404 0.0609
C -2.1888 2.5712 1.0017
C -1.0145 3.0661 1.7465
C -0.6852 4.4403 1.2675
H -1.6347 5.6213 -0.3070
H -3.6782 3.7059 -0.5579
H -2.5378 1.5422 0.9360
H -0.4595 2.6607 2.7674
H 0.0632 5.2149 1.4482
N -3.5231 5.3090 -6.1625
C -4.5557 5.2800 -5.2494
C -3.9043 4.9262 -3.7854
C -2.4006 4.7033 -4.1388
C -2.3147 4.9515 -5.6394
H -3.6508 5.3581 -7.2828
H -5.5425 5.4769 -5.3800
H -4.2882 4.8405 -2.8041
H -1.6151 4.5733 -3.5047
H -1.2672 4.6676 -6.2620
N 2.7125 -2.5545 3.6377
C 1.5956 -3.3502 3.2677
C 1.9133 -3.8573 1.8332
C 3.3610 -3.4998 1.4786
C 3.8181 -2.6670 2.7441
H 2.6906 -1.9852 4.6250
H 0.7233 -3.4230 3.7738
H 1.2279 -4.3319 1.0901
H 4.1864 -3.6398 0.8401
H 4.9631 -2.2067 2.8382
N -4.0343 -1.5925 2.4181
C -3.6377 -2.9089 2.0069
C -2.5516 -3.3576 2.9441
C -2.2596 -2.2373 3.8632
C -3.1840 -1.0669 3.4378
H -4.8295 -1.3329 1.9618
H -4.1866 -3.3676 1.2647
H -1.7771 -4.1148 2.9427
H -1.5729 -2.4557 4.7591
H -3.3342 -0.0203 3.7321
N -1.2061 -4.6838 -1.4840
C -1.9100 -3.9628 -0.6728
C -2.9199 -3.0929 -1.4430
C -2.6537 -3.3544 -2.9795
C -1.5150 -4.4347 -2.9276
H -0.5358 -5.3471 -1.1291
H -1.7760 -4.0960 0.3464
H -3.6960 -2.4022 -1.1560
H -3.1783 -3.1931 -3.9089
H -0.8080 -4.9390 -3.6150
N 4.2279 3.3997 2.1124
C 3.3821 3.7584 3.1530
C 2.3884 4.8203 2.7245
C 2.7774 4.8722 1.2577
C 3.9592 4.0636 0.9352
H 4.9839 2.7281 1.9846
H 3.4482 3.3953 4.0374
H 1.6997 5.4947 3.2297
H 2.4554 5.6217 0.4786
H 4.3068 4.0014 -0.0647
N -6.3987 0.1280 1.4942
C -5.4249 1.0592 1.3063
C -4.9864 0.7077 -0.1780
C -5.8237 -0.3753 -0.7507
C -6.8761 -0.7565 0.3639
H -7.0314 0.2729 2.1712
H -5.1030 1.8806 1.8389
H -3.9857 1.2289 -0.7388
H -5.8799 -0.8733 -1.7609
H -7.6985 -1.3178 0.3880
```

Calculated values
**Gap between HOMO and LUMO**: 0.1418 Ha
**2S+1**: 1
**Relative energy (zero: lowest compared OMol25 entry of this formula, charge and spin)**: 576.70 kJ/mol
**E_LUMO**: -3.31 eV

Entry 6:
DFT (ωB97M-V/def2-TZVPD) results for a structure of composition C39H33AsCl3F10N6O9SSi2TeTi at a distorted geometry.

Structure (XYZ):
```
106
Properties=species:S:1:pos:R:3
Ti -0.6141 -1.4448 -0.4135
C 2.0846 3.8307 3.2198
C 2.2347 2.7728 2.1558
C 2.9561 3.0727 0.9489
C 2.8882 2.2262 -0.1210
C 2.1729 1.0020 0.0008
C 2.1237 0.4555 1.3827
C 1.6924 1.5438 2.3098
S 2.0504 0.0716 -1.4485
O 2.6180 0.8710 -2.5124
O 2.5603 -1.3098 -1.4599
N 0.3839 -0.1203 -1.7165
C 0.0157 -0.5844 -3.0064
C 0.6432 -0.2290 -4.2098
C 0.1686 -0.7713 -5.3851
C -0.9161 -1.6377 -5.3614
C -1.4834 -1.9099 -4.1337
N -1.0508 -1.3890 -2.9912
H 2.2578 4.8309 2.8191
H 2.8075 3.6584 4.0204
H 1.0899 3.7940 3.6675
H 3.4814 4.0160 0.8566
H 3.3069 2.5039 -1.0764
H 1.5823 -0.4672 1.5133
H 1.0969 1.2771 3.1757
H 1.4968 0.4256 -4.2043
H 0.6421 -0.5107 -6.3241
H -1.3081 -2.0898 -6.2615
H -2.3384 -2.5714 -4.0479
O -3.1627 -1.4846 5.2044
C -2.6013 -1.5333 4.1436
C -1.5729 -0.5294 3.6199
O -1.0493 0.3613 4.2595
C -1.3930 -0.8957 2.2244
C -2.0358 -2.0791 1.9112
O -1.8937 -2.5560 0.7216
C -2.8348 -2.5729 3.0381
O -3.5524 -3.5412 3.1102
O -0.7297 -0.2905 1.2819
F 0.8020 -2.0564 0.4782
As 4.2846 -2.0291 0.0157
F 3.4782 0.1018 1.7608
F 3.5227 -2.7439 1.6492
F 5.7981 -2.3456 0.7733
F 4.7305 -2.9094 -1.4007
F 4.8949 -0.4899 -0.5092
F 2.3317 -4.5547 -0.5845
C 2.2094 -5.3398 0.4886
C 3.3437 -5.7111 1.1484
F 4.5132 -5.2815 0.6846
C 3.3203 -6.5552 2.2867
C 2.0236 -6.9806 2.6728
C 0.8992 -6.6532 1.9732
F -0.2694 -7.1327 2.4044
C 0.9290 -5.8095 0.8417
C -0.2432 -5.4851 0.0914
C -0.3459 -4.3438 -0.6792
N -0.4802 -3.3948 -1.3417
C -1.3991 -6.3215 0.0829
N -2.3035 -7.0298 -0.0066
F 1.8903 -7.7810 3.7340
C 4.4902 -6.9466 2.9701
C 5.8054 -6.7517 2.4611
N 6.8964 -6.7044 2.0927
C 4.4813 -7.6459 4.2098
N 4.5587 -8.2083 5.2132
C -2.9243 2.5461 2.5509
Si -2.5803 4.1408 1.6660
C -2.5255 5.5667 2.8948
C -3.9206 4.5181 0.4173
C -0.8920 4.1212 0.8385
Te -0.5313 2.2873 -0.2153
C 0.4381 3.3255 -1.8039
Si -0.7442 3.9262 -3.1277
C 0.2904 4.2881 -4.6557
C -1.5911 5.5274 -2.6443
C -2.0328 2.6309 -3.5076
H -3.7442 2.6506 3.2650
H -2.0460 2.1982 3.1002
H -3.2007 1.7719 1.8287
H -3.4884 5.7026 3.3940
H -2.2712 6.5040 2.3922
H -1.7727 5.3869 3.6667
H -4.9026 4.5166 0.8970
H -3.9353 3.7494 -0.3604
H -3.7804 5.4949 -0.0527
H -0.1119 4.2194 1.5973
H -0.7856 4.9459 0.1319
H 1.1095 2.5967 -2.2643
H 1.0451 4.1160 -1.3592
H 0.9482 5.1440 -4.4831
H -0.3363 4.5168 -5.5216
H 0.9195 3.4311 -4.9084
H -0.8655 6.3045 -2.3901
H -2.2447 5.3795 -1.7818
H -2.2047 5.8964 -3.4700
H -1.5650 1.6572 -3.6812
H -2.6231 2.8822 -4.3922
H -2.7183 2.5155 -2.6630
Cl -4.4632 -0.2674 -3.3371
C -4.4371 -0.8627 -1.6449
Cl -6.0472 -0.6577 -0.9405
Cl -4.0053 -2.5630 -1.6329
C -3.4047 0.0580 -0.8935
O -3.8070 1.1448 -0.5307
O -2.2274 -0.4019 -0.8014
```

Calculated values
**Gap between HOMO and LUMO (spin up / spin down)**: 0.2325 / 0.1844 Ha
**Expectation value of S²**: 3.81
**2S+1**: 4
**Charge**: -2
**Relative energy (zero: lowest compared OMol25 entry of this formula, charge and spin)**: 426.33 kJ/mol
**E_LUMO (spin up / spin down)**: 2.89 / 1.30 eV

Entry 7:
DFT (ωB97M-V/def2-TZVPD) results for a structure of composition C19H31AgFO9 at a distorted geometry.

Structure (XYZ):
```
61
Properties=species:S:1:pos:R:3
Ag 18.6652 -4.6283 4.2259
F 19.0239 -4.3506 7.8303
C 17.9050 -3.3297 -3.0134
C 18.6856 -2.9028 -1.6658
C 18.9420 -1.3747 -1.7062
O 18.1117 -3.4530 -0.5210
H 17.9250 -4.3876 -3.2754
H 18.4430 -2.9130 -3.8649
H 16.8870 -2.9999 -3.2208
H 19.6638 -3.3817 -1.7091
H 17.9828 -0.8587 -1.7486
H 19.4092 -1.0453 -2.6343
H 19.6445 -0.9690 -0.9782
O 16.2505 -9.0097 2.7392
C 15.3639 -9.6461 2.1666
O 14.8221 -10.7859 2.7356
C 13.7822 -11.4329 1.9255
C 13.3550 -10.3504 1.0685
C 14.5718 -9.4017 0.8431
H 12.8570 -11.7152 2.4280
H 14.2789 -12.2588 1.4164
H 12.4058 -9.9825 1.4581
H 12.9086 -10.6907 0.1342
H 14.4572 -8.3177 0.8353
H 15.2226 -9.6192 -0.0038
O 13.5580 -4.8160 5.8868
C 12.6247 -5.2922 6.3740
O 11.4042 -5.1697 5.8658
C 10.3613 -5.8940 6.5842
C 11.1436 -6.4082 7.8035
C 12.6539 -6.0772 7.6742
H 10.0541 -6.7070 5.9263
H 9.4510 -5.3254 6.7743
H 11.1411 -7.4107 8.2314
H 10.7535 -5.8155 8.6309
H 13.2416 -6.9777 7.4961
H 13.0273 -5.5590 8.5575
O 21.2320 -0.0058 5.1661
C 21.4350 1.1996 5.5487
O 21.5088 2.3051 4.6561
C 22.1195 3.3872 5.2810
C 21.7359 3.2089 6.7588
C 21.6879 1.6973 6.9634
H 21.8208 4.3396 4.8430
H 23.1961 3.3221 5.1233
H 20.7414 3.6551 6.7480
H 22.4165 3.6913 7.4604
H 21.0139 1.3173 7.7312
H 22.6573 1.3981 7.3619
O 23.3023 -7.6122 5.0143
C 24.2827 -8.2042 5.4528
O 25.5413 -7.5783 5.4901
C 26.5846 -8.5459 5.8787
C 25.7874 -9.5257 6.7495
C 24.3899 -9.4873 6.1672
H 27.2722 -7.9790 6.5065
H 26.9964 -9.0449 5.0015
H 25.8057 -8.9936 7.7007
H 26.3174 -10.4706 6.8690
H 23.6610 -9.4796 6.9776
H 24.2786 -10.2686 5.4153
```

Calculated values
**Gap between HOMO and LUMO (spin up / spin down)**: 0.1779 / 0.1780 Ha
**Expectation value of S²**: 0.75
**2S+1**: 2
**E_LUMO (spin up / spin down)**: -2.24 / -2.24 eV